Molecular formula: C3H5NO
Method: DFT, ωB97M-V with the def2-TZVPD basis set

* spin multiplicity: 1
* E_LUMO: 0.9 eV
* orbital gap: 8.313 eV
* largest force on an atom: 0.4 eV/Å

CARTESIAN COORDINATES (ANGSTROEM)
O (-0.560739, 1.821561, -1.142231)
C (-0.881279, 0.971660, -0.158707)
N (-0.111919, -0.010073, 0.080609)
C (0.341757, -1.109046, 0.886620)
C (1.167305, -0.525172, -0.245001)
H (-1.788191, 1.190691, 0.392286)
H (0.612046, -0.861809, 1.914208)
H (-0.270862, -2.008286, 0.790169)
H (1.113621, -1.112564, -1.168497)
H (0.378261, 1.643038, -1.349456)

Atoms 1-6, force components in eV/Å:
0.1 -0.1 0.0
0.1 -0.3 0.1
-0.2 0.4 -0.1
-0.2 -0.1 0.3
0.1 -0.1 -0.1
0.1 -0.1 0.0